No. 1
DFT (the ωB97M-V functional and the def2-TZVPD basis) results for the ion C6H7O2S with charge -1 at a distorted geometry.

Geometry as ORCA input:
```
! RIJCOSX wB97M-V def2-TZVPD def2/J DEFGRID3
* xyz -1 1
C -0.2864 -2.5943 1.3868
C 0.8129 -2.1608 0.9494
C -1.7998 -2.2057 1.1481
C -0.9097 0.3380 -0.4694
C 0.0772 -0.0400 -1.4797
C -0.2887 1.2395 0.6801
O 1.6956 -1.6377 0.3655
O -2.6833 -2.8227 1.6870
S -2.1869 -0.7338 -0.0042
H -0.3217 -3.5057 2.0287
H -0.6402 -0.5158 -2.2551
H 0.9533 -0.6743 -1.1538
H 0.5761 0.9102 -1.6228
H -0.7709 1.0725 1.5765
H -0.2320 2.2202 0.3362
H 0.7391 0.8930 0.8443
*
```

Properties
LUMO (spin up / spin down) = 3.71 / 3.71 eV
HOMO level (spin up / spin down) = -2.118 / -2.119 eV

---

No. 2
DFT (the ωB97M-V functional and the def2-TZVPD basis) results for a cluster of 3 separate species, C12H29N8O2 in total.

Geometry as ORCA input:
```
! RIJCOSX wB97M-V def2-TZVPD def2/J DEFGRID3
* xyz 1 1
C 7.2080 -1.5044 -0.5303
N 7.2585 -0.1354 0.0318
C 6.3664 0.0686 1.1495
N 5.0366 0.4544 0.7000
C 3.9878 -0.3591 0.8316
N 3.9790 -1.5876 1.3556
C 2.7200 -1.9865 1.2770
N 1.9264 -1.0824 0.7230
C 0.4908 -1.1065 0.3931
N -0.3084 -1.7482 1.4051
C -1.3160 -0.8554 2.0289
N 2.7318 -0.0267 0.4321
H 6.5664 -1.5502 -1.4004
H 6.9223 -2.2430 0.2156
H 8.2032 -1.7603 -0.8716
H 8.1926 -0.0174 0.4000
H 6.7590 0.8792 1.7542
H 6.2632 -0.7928 1.7996
H 4.8768 1.3576 0.2940
H 2.3601 -2.9441 1.5961
H 0.1518 -0.0982 0.1968
H 0.4048 -1.6460 -0.5477
H 0.2558 -2.1194 2.1550
H -1.0093 0.1864 2.0597
H -1.4748 -1.1695 3.0511
H -2.2667 -0.9572 1.5301
H 2.4162 0.8261 0.0003
C -0.0475 2.1552 -3.3119
C -0.9873 1.3474 -2.4512
O -0.8255 1.2362 -1.2374
N -2.0308 0.7465 -3.0615
C -2.3871 0.7724 -4.4723
H 0.7289 2.5781 -2.6822
H 0.4162 1.5250 -4.0713
H -0.5803 2.9701 -3.8011
H -2.6215 0.2229 -2.4348
H -3.3815 1.2014 -4.5950
H -2.3923 -0.2420 -4.8712
H -1.6801 1.3663 -5.0393
C -6.4900 -0.0034 3.0509
C -5.2065 0.3019 2.3186
O -4.1115 0.1612 2.8417
N -5.3070 0.7531 1.0399
C -6.5113 0.9826 0.2604
H -6.2458 -0.3467 4.0507
H -7.1105 0.8898 3.1277
H -7.0496 -0.7856 2.5370
H -4.4174 0.9543 0.6118
H -6.4981 0.3654 -0.6396
H -6.5701 2.0309 -0.0359
H -7.3958 0.7353 0.8354
*
```

Properties
LUMO = -2.44 eV
HOMO level = -11.414 eV

---

No. 3
DFT (the ωB97M-V functional and the def2-TZVPD basis) results for a cluster of 12 separate species, C72H180N12O24 in total at a distorted geometry.

Geometry as ORCA input:
```
! RIJCOSX wB97M-V def2-TZVPD def2/J DEFGRID3
* xyz 0 1
C 10.1048 24.8483 -8.1218
O 9.6022 24.1617 -9.3026
C 9.9092 24.9238 -10.5006
C 9.6028 24.1498 -11.8189
N 8.1941 23.7603 -12.0127
C 8.0119 22.7960 -13.1328
C 6.5314 22.5656 -13.3588
O 6.0796 21.6270 -12.4310
C 4.6796 21.3944 -12.4290
H 9.5105 25.7499 -7.9733
H 11.1387 25.1935 -8.1231
H 9.9671 24.2232 -7.2395
H 10.9646 25.1791 -10.5952
H 9.3562 25.8631 -10.5124
H 10.2599 23.2855 -11.9157
H 9.7915 24.8055 -12.6689
H 7.7710 23.2679 -11.2391
H 8.5877 21.8850 -12.9689
H 8.3930 23.1518 -14.0900
H 6.3622 22.1938 -14.3693
H 5.9811 23.4805 -13.1391
H 4.1069 22.2885 -12.1826
H 4.3531 20.6101 -11.7461
H 4.3553 21.1263 -13.4345
C 6.2446 16.2566 -12.6714
O 5.7843 15.3542 -11.7190
C 5.5126 14.0557 -12.1947
C 4.8676 13.1242 -11.1733
N 5.6246 13.2219 -9.9624
C 4.9850 12.5155 -8.8646
C 5.7738 12.6044 -7.5549
O 5.7852 13.9503 -6.9549
C 6.6410 14.0400 -5.7928
H 6.6028 17.1215 -12.1130
H 5.4653 16.5516 -13.3741
H 7.0990 15.9238 -13.2607
H 6.4403 13.6453 -12.5935
H 4.8499 14.1493 -13.0550
H 4.7492 12.1223 -11.5859
H 3.8660 13.4199 -10.8611
H 5.5446 14.2182 -9.8172
H 4.9774 11.4687 -9.1684
H 3.9477 12.7689 -8.6459
H 6.8402 12.3927 -7.6316
H 5.4509 11.8107 -6.8812
H 6.4500 14.9830 -5.2806
H 7.6632 14.0064 -6.1696
H 6.4894 13.1497 -5.1824
C -0.9626 7.8224 -6.6200
O -0.7620 9.1835 -6.2358
C -1.3906 10.1302 -7.0458
C -1.2617 11.5382 -6.4082
N 0.1374 11.9384 -6.5661
C 0.2365 13.3349 -6.1687
C 1.6685 13.8349 -6.4103
O 1.8041 15.1689 -5.8350
C 3.1943 15.5767 -5.8949
H -0.2497 7.1460 -6.1485
H -0.8619 7.5814 -7.6782
H -1.9736 7.5388 -6.3278
H -2.4517 9.9054 -7.1541
H -1.0230 10.1543 -8.0717
H -1.5231 11.4023 -5.3587
H -1.9018 12.3424 -6.7709
H 0.6899 11.4459 -5.8788
H 0.0156 13.5134 -5.1163
H -0.4420 13.9824 -6.7241
H 1.9901 13.7290 -7.4464
H 2.3177 13.1136 -5.9138
H 3.8131 14.8702 -5.3415
H 3.3928 16.5563 -5.4602
H 3.5723 15.6186 -6.9164
C 6.0506 17.2928 -3.2802
O 6.8886 18.0637 -4.0521
C 8.0971 17.4963 -4.4109
C 8.8922 18.5016 -5.2361
N 9.1157 19.6696 -4.3644
C 9.9390 20.6582 -5.0121
C 9.2062 21.4881 -6.0187
O 8.1743 22.3619 -5.4779
C 7.0813 22.6059 -6.3838
H 5.6244 16.5186 -3.9182
H 5.1977 17.9219 -3.0257
H 6.4982 16.8088 -2.4122
H 7.9735 16.6046 -5.0254
H 8.6884 17.2278 -3.5354
H 8.2227 18.7646 -6.0550
H 9.6793 17.9572 -5.7578
H 8.2594 20.1889 -4.2331
H 10.7270 20.0982 -5.5156
H 10.4578 21.2927 -4.2935
H 8.7400 20.7989 -6.7229
H 9.9431 22.0188 -6.6215
H 6.6505 21.7059 -6.8225
H 7.2441 23.2087 -7.2772
H 6.1669 22.9151 -5.8774
C 5.9237 17.2952 -7.5399
O 6.6927 18.4095 -7.9793
C 6.9514 18.4873 -9.3910
C 7.6074 19.8302 -9.8871
N 8.9241 19.8086 -9.2952
C 9.6184 21.0901 -9.4376
C 11.1152 20.7760 -9.1573
O 11.5004 20.4136 -7.7763
C 12.9088 20.5782 -7.5244
H 6.0252 17.2279 -6.4567
H 6.2417 16.3723 -8.0250
H 4.9018 17.4627 -7.8802
H 6.0658 18.3234 -10.0049
H 7.5696 17.6379 -9.6815
H 7.0040 20.6190 -9.4378
H 7.6251 19.9654 -10.9686
H 8.9355 19.4194 -8.3632
H 9.2077 21.8428 -8.7647
H 9.5436 21.5090 -10.4411
H 11.6951 21.6427 -9.4748
H 11.3751 19.9211 -9.7815
H 13.1841 21.6321 -7.5638
H 13.5363 19.9326 -8.1389
H 13.1342 20.2133 -6.5223
C 16.3007 15.6264 -4.7628
O 15.4236 16.2337 -5.6784
C 14.3358 15.3769 -5.9248
C 13.3500 16.1968 -6.8176
N 12.0592 15.5542 -7.0062
C 11.2952 16.3226 -8.0189
C 9.9025 15.8247 -8.2539
O 9.9754 14.9249 -9.2893
C 8.8031 14.1953 -9.4249
H 16.5369 14.6234 -5.1182
H 15.8098 15.4627 -3.8035
H 17.1835 16.2425 -4.5918
H 13.8438 15.2745 -4.9575
H 14.5466 14.3862 -6.3274
H 13.8272 16.2060 -7.7976
H 13.2886 17.2566 -6.5703
H 12.3407 14.6816 -7.4298
H 11.8510 16.3703 -8.9553
H 11.2594 17.3729 -7.7295
H 9.2679 16.6311 -8.6212
H 9.4495 15.4552 -7.3339
H 8.5924 13.6704 -8.4932
H 8.8975 13.4436 -10.2086
H 8.0306 14.9042 -9.7230
C 16.5677 21.6187 -8.5276
O 15.9238 20.3810 -8.8538
C 16.4533 19.7371 -10.0073
C 15.3416 18.6864 -10.4069
N 15.6227 18.0217 -11.6285
C 15.0169 16.6617 -11.8222
C 15.7612 16.0745 -12.9922
O 15.4838 16.6888 -14.2391
C 15.8710 16.0875 -15.4296
H 17.6562 21.5624 -8.5165
H 16.3613 21.9226 -7.5014
H 16.2529 22.3865 -9.2343
H 17.3562 19.1631 -9.7990
H 16.6088 20.3708 -10.8804
H 14.3443 19.1245 -10.4477
H 15.3806 17.9305 -9.6226
H 15.1477 18.5417 -12.3524
H 13.9878 16.7846 -12.1599
H 15.1483 16.0281 -10.9451
H 15.4901 15.0364 -13.1842
H 16.8457 16.0720 -12.8829
H 15.1629 15.2703 -15.5671
H 16.9241 15.8182 -15.5107
H 15.6890 16.7956 -16.2380
C 13.8618 24.0996 -5.0014
O 14.0277 25.4222 -4.5598
C 14.6766 25.5108 -3.3240
C 14.8912 26.9803 -2.9326
N 15.1738 27.1779 -1.4626
C 13.9564 27.2354 -0.6273
C 14.1843 27.7195 0.8152
O 14.8417 28.9801 0.8107
C 15.5866 29.1485 1.9892
H 13.3608 23.4491 -4.2844
H 14.8452 23.6947 -5.2404
H 13.2372 24.0833 -5.8945
H 15.6386 25.0153 -3.4549
H 14.1175 24.9754 -2.5567
H 13.9894 27.5555 -3.1421
H 15.5199 27.4598 -3.6829
H 15.8028 27.9178 -1.1850
H 13.4638 26.2674 -0.5350
H 13.2084 27.8561 -1.1205
H 14.8761 26.9660 1.1916
H 13.2360 27.7477 1.3520
H 16.2602 28.3382 2.2681
H 14.8957 29.2320 2.8282
H 16.2097 30.0420 2.0291
C 3.2204 16.2279 -10.5580
O 1.7861 16.4609 -10.5633
C 1.1761 16.9312 -9.2938
C -0.2666 17.2284 -9.5113
N -0.9379 17.9168 -8.4293
C -1.1632 17.0543 -7.2796
C -2.3097 16.0621 -7.4766
O -2.5239 15.4187 -6.1638
C -3.8197 14.8568 -6.0673
H 3.7361 17.1651 -10.3489
H 3.4228 15.8544 -11.5618
H 3.6045 15.5125 -9.8308
H 1.7010 17.8160 -8.9337
H 1.3286 16.0666 -8.6478
H -0.7720 16.3060 -9.7974
H -0.3536 17.8396 -10.4096
H -1.8248 18.2831 -8.7445
H -1.4433 17.6904 -6.4400
H -0.1916 16.6089 -7.0658
H -2.0127 15.2951 -8.1919
H -3.1892 16.5723 -7.8695
H -3.7702 13.8672 -6.5216
H -4.6827 15.4164 -6.4281
H -3.9897 14.7053 -5.0014
C 14.6259 17.2445 -0.4664
O 13.9778 18.2148 -1.2910
C 14.2796 17.8535 -2.6498
C 13.6558 18.8567 -3.5788
N 14.3724 20.1506 -3.4908
C 15.6633 20.2023 -4.2056
C 16.3881 21.4638 -3.8849
O 17.4279 21.7501 -4.8419
C 18.0371 22.9995 -4.6940
H 15.6968 17.1647 -0.6532
H 14.1842 16.2550 -0.5843
H 14.4933 17.4565 0.5945
H 13.8826 16.8553 -2.8346
H 15.3673 17.8150 -2.7105
H 12.6885 19.0132 -3.1014
H 13.5631 18.5178 -4.6106
H 14.5069 20.3356 -2.5071
H 15.5657 20.1927 -5.2912
H 16.3514 19.4350 -3.8507
H 16.9140 21.3492 -2.9371
H 15.7419 22.3330 -3.7630
H 18.5747 23.0753 -3.7489
H 17.4019 23.8706 -4.5330
H 18.7444 23.1334 -5.5125
C 3.6788 19.8204 -6.3969
O 2.3881 20.5214 -6.4807
C 1.2916 19.6610 -6.1348
C -0.0060 20.5456 -6.1437
N -0.5300 20.6711 -7.5253
C 0.5069 21.1410 -8.4872
C -0.0345 21.4003 -9.9302
O -1.1443 22.3308 -9.7848
C -1.6661 22.7429 -11.0814
H 4.4492 20.4458 -6.8479
H 3.6468 18.9060 -6.9893
H 3.9875 19.5988 -5.3753
H 1.4564 19.2109 -5.1558
H 1.2914 18.7728 -6.7667
H 0.1623 21.5484 -5.7512
H -0.7614 20.0680 -5.5196
H -0.5837 19.7073 -7.8226
H 1.3249 20.4298 -8.6024
H 0.9935 22.0337 -8.0943
H -0.2626 20.4619 -10.4356
H 0.7820 21.8417 -10.5016
H -1.7379 21.9051 -11.7749
H -0.9591 23.4570 -11.5036
H -2.6220 23.2275 -10.8824
C 9.6605 17.2399 -11.8441
O 10.7259 17.5200 -12.7894
C 11.5155 18.6115 -12.4241
C 12.5341 19.0040 -13.4375
N 13.4843 19.9946 -12.9996
C 12.8411 21.2090 -12.4785
C 13.8649 22.3203 -12.2723
O 13.1891 23.4942 -11.9407
C 13.9505 24.6608 -11.9837
H 10.0450 17.1827 -10.8258
H 9.1578 16.2966 -12.0576
H 8.8475 17.9625 -11.9149
H 11.9288 18.4256 -11.4328
H 10.8759 19.4934 -12.3872
H 12.0371 19.3109 -14.3577
H 13.0315 18.1424 -13.8828
H 14.0512 20.1640 -13.8182
H 12.3834 20.9308 -11.5291
H 12.0108 21.4219 -13.1517
H 14.4442 22.4997 -13.1780
H 14.5467 22.0295 -11.4730
H 14.2304 24.7506 -13.0333
H 14.6926 24.7598 -11.1914
H 13.2168 25.4556 -11.8495
*
```

Properties
LUMO = 0.62 eV
HOMO level = -8.132 eV
SMILES = COCCNCCOC.COCCNCCOC.COCCNCCOC.COCCNCCOC.COCCNCCOC.COCCNCCOC.COCCNCCOC.COCCNCCOC.COCCNCCOC.COCCNCCOC.COCCNCCOC.COCCNCCOC

---

No. 4
DFT (the ωB97M-V functional and the def2-TZVPD basis) results for the molecule C3H2N2S at a distorted geometry.

Geometry as ORCA input:
```
! RIJCOSX wB97M-V def2-TZVPD def2/J DEFGRID3
* xyz 0 1
N 2.4725 -0.6418 -0.3775
C 1.3864 -0.4681 -0.0466
C 0.1848 -0.0009 0.4870
S -0.1974 1.7012 -0.1044
C -0.9742 -0.9002 0.2842
N -2.0070 -1.2012 -0.3987
H 0.2921 0.2873 1.4808
H -1.1574 1.2238 -1.3248
*
```

Properties
LUMO = -0.80 eV
HOMO level = -10.492 eV
SMILES = N#CC(S)C#N

---

No. 5
DFT (the ωB97M-V functional and the def2-TZVPD basis) results for the ion C5H9FN3 with charge +1 at a distorted geometry.

Geometry as ORCA input:
```
! RIJCOSX wB97M-V def2-TZVPD def2/J DEFGRID3
* xyz 1 1
H 2.4414 -1.0379 2.2060
N 2.0084 -1.1943 1.3328
C 1.2603 -0.5489 0.5770
C 0.7055 -1.4466 -0.4402
C -0.6456 -1.5485 -0.5683
C -1.5876 -0.9116 0.3040
N -2.8000 -0.5712 0.0396
F -3.4292 0.0875 0.9845
N 0.5160 0.7394 0.6762
C 0.4646 1.5499 -0.4793
H 1.3606 -1.9995 -1.1130
H -1.0393 -2.2528 -1.3343
H -1.2560 -0.5699 1.2692
H -3.3277 -0.4307 -0.8092
H 0.8563 1.1846 1.4542
H 0.7480 0.8718 -1.2552
H -0.6045 1.9023 -0.7348
H 0.9225 2.4981 -0.7153
*
```

Properties
LUMO = -5.44 eV
HOMO level = -13.333 eV
SMILES = [H]/N=C(/C=C\C=[NH+]\F)NC

---

No. 6
DFT (the ωB97M-V functional and the def2-TZVPD basis) results for a cluster of 2 separate species, C2H6OS in total.

Geometry as ORCA input:
```
! RIJCOSX wB97M-V def2-TZVPD def2/J DEFGRID3
* xyz -1 2
C -0.5129 0.7133 -1.2751
S 1.3059 0.6723 -1.3441
H -0.8573 -0.0756 -0.6123
H -0.8915 0.5314 -2.2819
H -0.8356 1.6853 -0.9175
H 1.3802 -0.4689 -2.0336
O -0.7014 -1.1321 1.2215
C 0.1377 -0.7543 2.1284
H 1.0308 -1.3170 2.4174
H -0.0560 0.1456 2.6972
*
```

Properties
LUMO (spin up / spin down) = 3.56 / 3.48 eV
HOMO level (spin up / spin down) = 0.445 / -2.838 eV

---

The records above yield calculated total energy values of -781.4125, -1062.9466, -5313.3415, -623.0991, -459.6216, -553.1577 Eh, respectively.
The records above yield energy above the lowest of the compared OMol25 structures with the same formula, charge and spin values of 346.6, 0.0, 399.1, 194.4, 427.1, 50.4 kJ/mol, respectively.